Density functional theory data (ωB97M-V with the def2-TZVPD basis set) for a single C3H4O3 molecule.

Geometry as XYZ:
```
10
Properties=species:S:1:pos:R:3:mulliken_charge:R:1
O 1.7861 -0.9455 -1.0862 -0.466
C 0.7796 -0.3364 -0.8667 0.090
C 0.5757 0.8215 0.1123 -0.198
O -0.8346 0.8062 0.3779 -0.297
C -1.2465 -0.4374 0.6826 0.145
O -0.5067 -1.3308 1.0046 -0.465
H 0.7848 1.7747 -0.3827 0.274
H 1.1724 0.7341 1.0248 0.260
H -0.1878 -0.5392 -1.3839 0.300
H -2.3231 -0.5471 0.5173 0.358
```

molecular weight	88.06	g/mol
charge	0
2S+1	1
Kohn-Sham gap	11.1	eV

***

Density functional theory data (ωB97M-V with the def2-TZVPD basis set) for a single C4H8N4O molecule in a non-equilibrium geometry.

Geometry as XYZ:
```
17
Properties=species:S:1:pos:R:3:mulliken_charge:R:1
C -0.1587 0.9473 1.1424 0.179
C 0.6437 0.6396 -1.2961 -0.597
C 0.6936 0.1245 0.1523 1.134
C 0.3722 -1.3678 0.1597 -1.452
N 1.8780 1.3672 -1.4239 -0.299
N 2.6264 1.2464 -0.4517 -0.430
N 2.0713 0.5033 0.5726 -0.119
N -1.4448 1.2837 0.7819 -0.373
O 0.2160 1.1267 2.2736 -0.628
H 0.5674 -0.0841 -2.0282 0.433
H -0.1231 1.3899 -1.4423 0.220
H 1.1023 -1.7731 -0.4418 0.470
H -0.7067 -1.3996 -0.2653 0.298
H 0.1262 -1.8373 1.1571 0.313
H 2.2198 0.9150 1.4782 0.370
H -1.7149 1.3377 -0.1814 0.199
H -2.0096 1.6471 1.6124 0.281
```

molecular weight	128.13	g/mol
charge	0
2S+1	1
Kohn-Sham gap	10.0	eV

***

Density functional theory data (ωB97M-V with the def2-TZVPD basis set) for a single C4H6OS molecule in a non-equilibrium geometry.

Geometry as XYZ:
```
12
Properties=species:S:1:pos:R:3:mulliken_charge:R:1
C 0.3890 -0.4089 0.5463 0.022
C -0.7682 0.2723 -0.0160 0.105
C 1.8447 -0.5626 0.8430 -0.878
C -1.2850 1.3372 -0.8611 -0.768
O -1.0780 -2.4128 -0.7769 -0.529
S -1.1289 -1.4897 0.3546 0.333
H 2.0214 -1.4680 1.2789 0.339
H 2.2404 0.1505 1.6491 0.260
H 2.3106 -0.3774 -0.0318 0.288
H -1.4457 2.4209 -0.2801 0.236
H -2.3622 1.1627 -0.9546 0.285
H -0.7382 1.3758 -1.7514 0.308
```

molecular weight	102.16	g/mol
charge	0
2S+1	3
Kohn-Sham gap (spin up / spin down)	6.9 / 6.9	eV

***

Density functional theory data (ωB97M-V with the def2-TZVPD basis set) for a single CH6NOP molecule in a non-equilibrium geometry.

Geometry as XYZ:
```
10
Properties=species:S:1:pos:R:3:mulliken_charge:R:1
C 0.8580 1.0187 0.2768 -0.899
N -0.2316 -1.3996 0.1356 -0.485
O -1.9954 0.5108 0.2367 -0.604
P -0.7072 0.1097 -0.2961 0.529
H 0.6924 2.0347 0.1185 0.335
H 0.7019 0.7631 1.2686 0.278
H 1.8114 0.6577 -0.2533 0.291
H 0.2093 -2.0444 -0.4455 0.237
H -0.8876 -1.9539 0.7339 0.256
H -0.4513 0.3033 -1.7751 0.062
```

molecular weight	79.04	g/mol
charge	0
2S+1	1
Kohn-Sham gap	10.9	eV